(1)
A structure of composition C59H61GaNO13 in a non-equilibrium geometry, computed with ωB97M-V/def2-TZVPD.

Total charge: -1
E_tot (eV): -142638.959
Highest occupied orbital energy (eV): -4.690

Geometry (Å):
Ga 2.083 -0.624 2.072
O 5.114 6.652 -3.796
O 4.293 4.138 0.801
O -7.090 -9.644 2.923
O -3.032 0.670 5.974
O 5.133 -2.864 -5.859
O 0.328 -3.045 2.361
O 7.553 4.556 -4.370
O 5.904 -3.731 -9.475
O 1.774 -0.997 -2.206
O 10.650 -5.411 -7.806
O -1.863 3.731 10.142
O -5.897 -5.170 0.335
O 7.894 6.080 -9.438
N -6.696 -0.874 1.152
C 7.815 5.731 -8.275
C 2.544 -1.424 -3.043
C 2.545 0.623 0.494
C -0.674 1.732 1.790
C -3.934 -3.133 3.759
C -5.765 -1.482 -0.996
C 7.325 6.294 -5.940
C 4.926 6.073 -2.739
C 7.533 -3.708 -7.776
C 9.561 -5.025 -8.189
C -6.170 -6.198 0.931
C 0.789 2.377 1.592
C 4.482 4.715 -0.252
C -6.047 2.268 3.604
C -3.609 -3.611 2.300
C 3.272 -0.514 -3.952
C -2.799 -2.645 4.735
C -5.704 0.679 3.646
C 8.121 4.343 -7.868
C -5.970 -6.317 2.391
C -7.017 -8.498 0.870
C 6.993 -4.117 -9.091
C -1.879 2.837 1.819
C -1.227 2.941 8.018
C 2.788 -2.875 -3.191
C 4.116 -0.985 -4.871
C 9.020 -5.433 -9.504
C -5.009 3.143 2.740
C 4.360 -2.435 -5.019
C 0.392 -1.737 1.654
C -3.744 3.685 3.587
C -7.109 -0.105 3.620
C -1.326 -2.626 4.249
C 7.632 4.906 -5.533
C 8.728 -4.130 -7.358
C -5.889 0.075 -0.939
C -2.122 -3.600 1.789
C -6.287 -2.044 0.372
C -1.521 2.170 6.970
C -6.715 -7.373 0.220
C -6.512 0.370 0.450
C -2.764 1.371 6.930
C -6.272 -7.442 3.041
C 6.055 5.595 -1.914
C 3.560 5.824 -2.234
C -3.374 2.229 9.144
C 3.352 5.193 -1.077
C 8.037 3.959 -6.594
C 1.509 1.834 0.263
C 3.632 -3.345 -4.111
C 7.826 -5.012 -9.922
C -6.817 -8.617 2.330
C -1.050 -3.108 2.792
C -7.257 -1.224 2.481
C 5.848 4.964 -0.757
C -3.669 1.458 8.096
C -2.395 2.845 3.367
C 7.410 6.678 -7.214
C -2.131 3.028 9.184
H -5.110 0.415 4.598
H -0.435 -2.275 4.889
H 2.744 6.180 -2.852
H 3.821 -4.404 -4.233
H -4.436 -3.939 1.585
H 7.188 7.690 -7.529
H -4.998 -3.088 4.187
H 3.083 0.545 -3.829
H 1.473 2.297 2.502
H -7.417 -9.368 0.364
H 3.576 1.104 0.713
H -7.180 -0.669 4.631
H -4.726 2.601 1.776
H 4.658 -0.333 -5.546
H -6.800 1.350 0.946
H 0.731 1.609 -0.567
H -0.645 1.175 2.803
H -0.870 2.094 6.108
H 1.804 0.293 3.365
H -7.094 2.477 3.160
H 9.139 -3.841 -6.399
H -6.132 -7.546 4.110
H 8.416 3.663 -8.658
H 7.031 6.974 -5.151
H -6.073 2.625 4.691
H -3.019 -2.265 5.785
H -4.033 3.617 4.698
H 7.415 -5.301 -10.881
H -5.569 -5.448 2.898
H -3.574 4.808 3.361
H -8.396 -1.383 2.326
H -4.574 0.865 8.051
H 8.259 2.947 -6.279
H -0.514 -1.125 2.031
H 2.358 5.003 -0.693
H -6.855 -7.269 -0.849
H -1.905 -3.930 0.712
H 3.310 -1.650 2.381
H -0.321 3.533 8.064
H -5.618 0.886 -1.688
H 2.626 0.052 -0.512
H 0.619 3.514 1.424
H 6.664 4.608 -0.140
H -5.362 -2.056 -1.891
H -2.701 2.464 1.104
H -4.026 2.305 10.006
H -5.590 4.091 2.406
H 0.214 -1.955 0.543
H -6.355 -3.153 0.672
H 6.910 -3.054 -7.179
H -0.872 0.935 0.994
H 2.128 2.723 -0.157
H 7.049 5.785 -2.298
H -8.033 0.593 3.616
H -1.561 3.357 3.960
H -6.809 -2.215 2.827
H 9.643 -6.088 -10.100
H 2.247 -3.527 -2.516
H -1.533 3.873 1.476
H -2.509 1.764 3.742
H -5.023 0.427 2.762

(2)
A structure of composition C59H61N6OPPbSeSiTe in a non-equilibrium geometry, computed with ωB97M-V/def2-TZVPD.

Total charge: +2
ΔE to the lowest compared entry with this formula, charge and spin (kcal per mole): 18.3
E_tot (eV): -168203.815
Highest occupied orbital energy (eV): -11.408

Geometry (Å):
Pb -0.374 -0.155 0.188
Te 3.340 -1.628 -0.349
Se 1.416 -2.354 -1.636
P -1.807 1.848 1.463
Si 1.132 -2.671 -4.245
O -4.360 -2.091 2.146
N 1.497 1.101 -0.541
N -0.711 1.709 -2.605
N -1.397 0.918 -1.760
N 1.023 0.045 2.200
N -2.512 -1.314 1.178
N 2.134 0.784 2.364
C 3.457 4.165 1.682
C 2.344 1.712 -4.674
C -2.510 5.513 -1.249
C 3.101 4.336 0.346
C 6.764 -4.294 -1.148
C -3.604 -1.040 1.786
C -1.063 3.909 -0.195
C 1.809 -3.627 1.510
C 2.437 1.949 1.596
C 1.036 1.759 -4.226
C 4.208 5.236 2.422
C 6.180 -5.539 -1.314
C 2.009 -0.546 4.123
C 2.707 -1.996 -4.999
C 2.677 1.987 -6.113
C -2.190 -3.250 -0.371
C -5.305 2.527 3.389
C 3.973 -2.894 2.272
C 3.887 -3.749 3.359
C 2.767 -4.552 3.517
C -2.841 2.216 -2.880
C -5.436 0.233 2.742
C 3.328 1.405 -3.739
C -0.212 2.042 5.178
C -0.265 3.728 2.964
C -3.611 4.856 -0.722
C 4.002 -4.548 -1.080
C 5.971 -3.169 -0.954
C -3.442 1.492 2.223
C -3.445 3.745 0.091
C 1.674 1.278 -1.934
C -3.334 -2.841 -1.296
C 0.679 1.568 -2.887
C 0.467 3.253 5.207
C -1.945 -4.756 -0.408
C -1.237 5.021 -1.004
C 2.934 -2.839 1.355
C -4.037 2.593 2.843
C -0.440 -1.640 -4.278
C 0.935 -0.754 3.259
C -0.942 2.515 2.930
C -4.138 0.269 2.214
C 2.989 1.188 -2.421
C 4.591 -3.300 -0.925
C -2.393 -2.775 1.075
C -0.919 1.678 4.047
C 0.892 -4.532 -4.281
C 0.428 4.097 4.109
C 2.448 3.342 -0.342
C -2.164 3.292 0.401
C -2.680 1.219 -1.917
C 3.072 2.987 2.287
C -6.022 1.345 3.311
C 1.731 -4.487 2.596
C -1.562 2.510 -3.287
C 4.797 -5.665 -1.277
C 2.761 0.431 3.510
C 2.117 2.091 0.229
C -3.672 -3.287 1.767
H 3.536 6.050 2.700
H 2.078 1.361 -6.775
H 2.179 3.516 -1.374
H -3.089 -3.101 -2.326
H -1.467 0.742 4.024
H -5.986 -0.695 2.703
H -0.988 -1.816 -3.350
H 4.672 4.845 3.326
H -5.736 3.397 3.865
H 3.707 0.848 3.803
H 2.461 3.027 -6.361
H 0.121 -1.456 3.344
H 0.259 1.977 -4.948
H 3.324 5.272 -0.153
H -1.120 -5.034 0.251
H -4.323 -3.872 1.118
H 4.994 5.651 1.792
H -2.830 -5.313 -0.098
H -1.227 3.255 -3.986
H -1.088 -1.883 -5.121
H 0.999 -3.583 0.790
H -7.027 1.282 3.702
H -1.688 -5.069 -1.419
H -0.064 3.522 -0.025
H 4.854 -2.277 2.132
H -1.507 -3.077 1.648
H 4.330 -6.634 -1.384
H -4.607 5.216 -0.945
H 4.694 -3.781 4.078
H 1.019 3.537 6.093
H 0.855 -5.110 2.716
H 0.937 5.051 4.149
H 3.777 0.985 -1.706
H 2.709 -5.233 4.355
H 3.729 1.801 -6.316
H -3.434 0.717 -1.331
H -0.375 5.510 -1.439
H -0.192 1.390 6.041
H 6.798 -6.412 -1.473
H -0.201 -0.579 -4.323
H -4.264 -3.347 -1.037
H -3.490 3.525 2.895
H -3.496 -1.763 -1.249
H 2.217 -1.035 5.057
H -4.317 3.243 0.483
H 3.255 2.867 3.346
H 3.568 -2.574 -4.661
H 2.926 -4.664 -1.052
H -3.469 -3.866 2.667
H 1.702 -5.043 -3.760
H 2.669 -2.055 -6.089
H 4.368 1.371 -4.039
H -3.757 2.660 -3.221
H -1.283 -2.758 -0.736
H 0.866 -4.908 -5.305
H -0.294 4.393 2.112
H 2.872 -0.956 -4.728
H 6.443 -2.201 -0.838
H 7.841 -4.197 -1.154
H -2.642 6.393 -1.863
H -0.042 -4.815 -3.795

(3)
A structure of composition C59H67AsGeN4O5RbS2Si3, computed with ωB97M-V/def2-TZVPD.

Total charge: -2
<S²>: 0.791
ΔE to the lowest compared entry with this formula, charge and spin (kcal per mole): 23.4
E_tot (eV): -241787.412
2S+1: 2
Highest occupied orbital energy (spin up / spin down) (eV): -0.051 / -2.700

Geometry (Å):
Rb 0.410 0.022 0.155
As 0.391 -3.540 0.340
Ge -2.752 1.871 -0.817
S 6.755 -3.860 1.549
S -0.896 5.167 4.168
Si -3.525 1.086 -3.152
Si -1.226 3.745 -1.004
Si -4.479 2.490 0.735
O -3.886 -1.499 3.187
O -2.314 -0.225 -2.798
O -1.274 -1.221 1.608
O -2.264 0.540 0.647
O 1.451 1.965 -0.968
N 2.046 0.469 -2.665
N 0.741 -0.029 -2.718
N 1.424 1.646 2.660
N 2.863 -0.451 1.527
C -2.225 -0.690 1.061
C 5.419 2.493 0.011
C 0.781 2.628 3.247
C -5.583 -3.306 0.484
C -5.776 1.142 0.678
C 1.210 3.347 4.376
C 0.469 -0.531 -3.856
C -5.441 4.073 0.393
C -0.717 -1.360 -4.184
C 5.323 -3.419 -0.508
C 5.508 -2.953 0.772
C 4.714 1.438 -2.461
C -2.014 -1.213 -3.663
C -0.323 -3.664 -1.501
C -1.238 6.206 5.488
C 2.637 1.259 3.207
C -3.804 2.635 2.471
C 5.115 0.486 4.359
C 7.032 -4.840 0.167
C 4.816 -1.883 1.470
C 4.429 1.502 4.904
C -2.408 -6.745 -2.209
C -0.494 -2.389 -5.098
C 1.730 -4.970 0.255
C -5.178 0.208 -2.921
C -0.360 6.004 6.508
C -3.457 -1.543 0.868
C -2.746 -3.158 -4.926
C -1.480 -3.288 -5.476
C -2.390 5.217 -1.176
C 6.043 1.720 -2.176
C -4.840 -2.876 -0.604
C -3.787 -1.988 -0.402
C 0.171 -5.840 -2.652
C -1.502 -7.557 -2.882
C -2.023 -5.489 -1.763
C 4.088 2.237 -0.285
C -0.145 4.259 0.411
C 4.613 -0.215 3.198
C -5.275 -2.854 1.760
C 6.187 -4.497 -0.844
C -4.134 2.940 -3.176
C 3.362 0.198 2.637
C 5.316 -1.243 2.614
C -0.987 -4.558 1.277
C 2.447 2.965 4.918
C 6.401 2.241 -0.939
C -0.355 3.616 -2.648
C 3.571 -1.421 1.007
C -3.004 -2.131 -4.031
C 2.261 1.378 -1.724
C -4.212 -1.982 1.950
C -0.210 -7.097 -3.099
C -3.028 1.144 -4.990
C -0.729 -5.015 -1.980
C 3.159 1.930 4.360
C 3.726 1.702 -1.519
C 0.422 4.410 4.983
C 0.587 4.981 6.224
H 0.397 5.146 0.059
H 3.135 -1.904 0.134
H -0.187 2.869 2.814
H 6.278 -1.524 3.036
H 7.443 2.441 -0.713
H -4.931 2.976 -3.933
H -0.758 4.568 1.260
H -3.213 -1.617 -1.244
H 6.066 0.171 4.776
H -3.624 1.892 -5.518
H -2.881 5.449 -0.234
H -3.131 0.188 -5.509
H 0.444 -3.217 -2.135
H 4.814 2.024 5.775
H 0.507 -2.490 -5.507
H -3.533 -3.860 -5.179
H -6.502 1.298 1.487
H 5.686 2.877 0.989
H 4.619 -2.973 -1.196
H -5.963 0.936 -2.698
H -3.154 5.127 -1.949
H 2.124 -5.108 1.263
H 3.306 2.415 0.442
H -6.300 4.087 1.076
H 7.797 -5.598 0.169
H -1.173 -2.980 -1.521
H -1.066 3.401 -3.449
H -0.659 -4.677 2.310
H -3.253 3.568 2.613
H -6.413 -3.988 0.343
H 6.187 -4.981 -1.812
H -0.391 6.554 7.439
H -5.457 -0.312 -3.844
H -4.650 2.632 3.169
H -4.477 -1.889 3.835
H -4.559 3.311 -2.239
H 2.861 3.482 5.778
H 1.230 -0.470 -4.641
H -1.747 6.071 -1.429
H -3.354 3.637 -3.494
H -5.346 0.147 0.787
H 6.806 1.514 -2.919
H -2.061 6.900 5.441
H -3.139 1.809 2.724
H -5.080 -3.214 -1.604
H -2.738 -4.853 -1.253
H 1.177 -5.480 -2.836
H 4.420 0.999 -3.406
H -5.170 -0.521 -2.112
H 2.563 -4.678 -0.385
H -1.801 -8.535 -3.238
H -1.975 1.435 -5.077
H 0.401 2.836 -2.645
H -6.312 1.160 -0.274
H -1.919 -3.993 1.273
H -5.865 -3.174 2.613
H 0.120 4.580 -2.872
H 1.308 -5.910 -0.107
H 1.346 4.656 6.922
H -3.421 -7.089 -2.036
H -3.993 -2.004 -3.610
H 0.508 -7.716 -3.625
H 0.576 3.506 0.714
H -5.824 4.124 -0.628
H -1.129 -5.537 0.818
H -4.854 4.971 0.577
H -1.255 -4.091 -6.167

(4)
A structure of composition C5F15O15S5V in a non-equilibrium geometry, computed with ωB97M-V/def2-TZVPD.

Total charge: -3
<S²>: 3.752
ΔE to the lowest compared entry with this formula, charge and spin (kcal per mole): 6.3
E_tot (eV): -156528.337
2S+1: 4
Highest occupied orbital energy (spin up / spin down) (eV): -0.422 / -2.057

Geometry (Å):
V 0.900 0.710 0.154
S 2.421 -1.610 -1.930
S -2.540 0.311 -0.667
S 1.118 -1.986 2.367
S 0.493 2.408 -2.902
S 0.175 2.532 3.188
F -4.496 -1.128 0.506
F 0.290 5.020 -2.511
F -2.387 2.112 2.812
F -1.337 0.447 3.777
F 1.125 4.464 -4.474
F -2.608 -1.194 1.594
F 0.749 -4.558 2.832
F -0.984 -3.569 2.059
F -2.875 -2.364 -0.197
F 2.311 4.260 -2.704
F 1.032 -2.248 -4.065
F -1.882 2.184 4.923
F 0.362 -3.265 -2.229
F 2.129 -3.874 -3.303
F 0.631 -3.983 0.717
O 3.189 -2.392 -0.985
O -3.523 1.340 -0.320
O 0.950 2.161 -1.531
O 1.495 -0.635 -1.356
O 1.205 1.607 -3.867
O 0.382 2.001 1.820
O 2.546 -2.196 2.177
O 1.191 2.143 4.136
O 0.745 -1.691 3.736
O -0.106 3.948 3.135
O -0.935 2.457 -3.137
O -2.611 -0.153 -2.044
O -1.201 0.536 -0.117
O 0.586 -0.996 1.397
O 3.319 -1.062 -2.939
C 0.342 -3.646 1.951
C -1.495 1.757 3.713
C -3.152 -1.188 0.380
C 1.381 -2.832 -2.923
C 1.065 4.171 -3.173

(5)
An isolated molecule of C5H10 in a non-equilibrium geometry, computed with ωB97M-V/def2-TZVPD.

Structure (SMILES): C=CCCC
ΔE to the lowest compared entry with this formula, charge and spin (kcal per mole): 43.3
E_tot (eV): -5345.390
Highest occupied orbital energy (eV): -9.131

Geometry (Å):
C -0.400 -1.971 -1.422
C 0.504 2.277 1.159
C -0.676 -0.906 -0.354
C 0.523 0.000 -0.115
C 0.170 1.002 1.016
H -0.311 -1.661 -2.458
H -1.206 -2.708 -1.297
H 1.510 2.669 1.049
H 1.347 -0.618 0.254
H -0.237 3.039 1.378
H -0.833 0.744 1.360
H -0.768 -1.530 0.540
H -1.584 -0.321 -0.489
H 0.399 -2.625 -1.065
H 0.834 0.618 -0.952

(6)
An isolated molecule of C5H10, computed with ωB97M-V/def2-TZVPD.

Structure (SMILES): C[C@@H]1C[C@@H]1C
ΔE to the lowest compared entry with this formula, charge and spin (kcal per mole): 22.1
E_tot (eV): -5346.309
Highest occupied orbital energy (eV): -9.912

Geometry (Å):
C 0.419 0.051 1.608
C -0.400 -0.465 -0.800
C -1.254 0.797 -0.745
C 1.106 -0.337 -0.894
C 0.482 -0.827 0.381
H 1.477 0.686 -0.904
H 0.312 1.102 1.321
H 1.316 -0.035 2.231
H 0.659 -1.883 0.603
H 1.727 -1.025 -1.469
H -1.817 0.864 0.193
H -1.994 0.817 -1.555
H -0.644 1.699 -0.850
H -0.940 -1.231 -1.345
H -0.450 -0.213 2.224

(7)
An isolated molecule of C5H10 in a non-equilibrium geometry, computed with ωB97M-V/def2-TZVPD.

Structure (SMILES): C/C=C/CC
ΔE to the lowest compared entry with this formula, charge and spin (kcal per mole): 98.6
E_tot (eV): -5342.990
Highest occupied orbital energy (eV): -8.876

Geometry (Å):
C -0.747 -0.047 -1.240
C 0.748 -0.672 2.331
C -0.273 1.182 -2.063
C -0.137 -0.492 1.249
C 0.194 -0.240 -0.062
H -0.818 -0.887 -1.749
H 0.823 -1.715 2.964
H -1.115 -0.780 1.409
H -1.681 -0.165 -0.926
H 0.610 0.853 -2.349
H -0.167 2.266 -1.659
H 1.438 -0.319 -0.299
H 0.516 0.122 3.226
H 1.683 -0.668 2.145
H -1.075 1.565 -2.977